A structure of composition C14H9Br2F5NO2PtS5Te in a non-equilibrium geometry, computed with ωB97M-V with the def2-TZVPD basis set.

## Properties
- HOMO energy (eV) = -5.54
- energy above the lowest of the compared OMol25 structures with the same formula, charge and spin (eV) = 2.861
- frontier orbital gap (hartree) = 0.266
- net charge = -1

Cartesian coordinates (Å):
Pt: 1.24 1.69 1.29
C: 1.83 -0.04 -2.74
C: 0.43 -0.40 -2.36
C: -0.16 -1.62 -2.81
C: -1.39 -2.00 -2.36
C: -2.07 -1.19 -1.42
C: -3.30 -1.49 -0.78
Br: -4.19 -3.13 -1.15
C: -3.83 -0.65 0.15
C: -3.17 0.55 0.49
Br: -3.92 1.65 1.82
C: -1.98 0.90 -0.08
O: -1.28 1.96 0.30
C: -1.44 0.01 -1.07
N: -0.24 0.39 -1.56
H: 2.26 -0.80 -3.39
H: 2.44 0.06 -1.84
H: 1.85 0.93 -3.23
H: 0.38 -2.23 -3.51
H: -1.84 -2.92 -2.71
H: -4.77 -0.89 0.64
F: 0.82 4.54 -1.54
Te: -0.09 2.94 -1.09
F: 0.42 3.58 0.95
F: 0.47 2.66 -2.90
F: -1.35 4.30 -0.78
F: -1.66 2.44 -2.11
O: 1.60 2.24 -0.59
C: -0.08 -1.28 1.75
S: 1.46 -0.64 1.04
C: 2.48 -0.91 2.45
C: 2.44 -0.07 3.49
S: 1.37 1.27 3.60
S: 3.49 -0.49 4.81
C: 4.15 -1.95 4.14
S: 5.24 -2.90 4.92
S: 3.54 -2.29 2.56
H: -0.83 -1.32 0.96
H: -0.41 -0.62 2.55
H: 0.12 -2.28 2.11